Record 1
ORCA calculation (wB97M-V/def2-TZVPD) on a cluster of 6 separate species, C9H33B2N11O9P in total.

LUMO level: 0.0553 hartree
spin multiplicity: 1
E_tot: -2033.68092 Ha
highest occupied orbital energy: -4.046 eV
total charge: -1

Geometry as XYZ:
```
65
C9H33B2N11O9P (wB97M-V/def2-TZVPD)
C 2.7196 2.6769 -0.7884
N 1.7769 3.7966 -0.7134
C 2.4632 5.0837 -0.7084
B 0.5904 3.6986 -1.5107
O 0.0704 4.8345 -2.1177
C -0.1452 2.3011 -1.6613
C -0.8868 1.8747 -0.3517
O -2.2388 1.7040 -0.7081
B -2.4403 2.3424 -2.0175
P -3.0918 4.2587 -1.6527
O -3.0583 4.8151 -0.2497
O -1.1412 2.2777 -2.6842
H 2.7901 2.2502 -1.7949
H 3.7144 3.0072 -0.4892
H 2.4345 1.8690 -0.1096
H 3.1903 5.1703 -1.5269
H 3.0103 5.2205 0.2279
H 1.7352 5.8836 -0.8125
H 0.0129 4.7566 -3.0710
H 0.5928 1.5230 -1.8977
H -0.7581 2.5841 0.4735
H -0.4984 0.9062 -0.0102
H -3.3502 1.8208 -2.6518
H -4.4218 4.2927 -2.1894
H -2.5252 5.1733 -2.5907
C -4.0536 -1.9286 -0.0327
O -4.6033 -3.0431 -0.0800
N -3.1759 -1.5018 -0.9486
N -4.3060 -1.0513 0.9773
H -2.7298 -0.6018 -0.8410
H -2.9474 -2.0871 -1.7288
H -4.9289 -1.3373 1.7072
H -3.8879 -0.1352 0.9973
C -8.4918 -3.1804 -1.1529
O -9.5224 -3.5052 -1.7248
N -7.3438 -3.9073 -1.2039
N -8.4024 -2.0367 -0.4025
H -6.4976 -3.6314 -0.7261
H -7.3502 -4.7359 -1.7665
H -9.2133 -1.4508 -0.3550
H -7.5452 -1.7418 0.0270
C 6.1110 1.9894 1.4673
O 5.6156 2.9942 0.9884
N 6.7685 1.0629 0.6888
N 6.0604 1.6727 2.7882
H 7.1994 0.2465 1.0785
H 6.8237 1.2443 -0.2949
H 5.6077 2.3268 3.3977
H 6.4164 0.7998 3.1440
C 6.2593 -2.1740 3.9615
O 6.5942 -0.9987 3.9468
N 6.0928 -2.8581 5.1294
N 6.0202 -2.8824 2.8221
H 5.8020 -3.8157 5.1707
H 6.2468 -2.3520 5.9812
H 6.0938 -2.3973 1.9476
H 5.7228 -3.8391 2.8239
C -0.8306 -4.4646 -0.7083
O -0.4794 -3.3523 -0.3640
N 0.0784 -5.4193 -1.1098
N -2.1335 -4.8684 -0.7255
H -0.1825 -6.3397 -1.4053
H 1.0431 -5.1491 -1.1179
H -2.8560 -4.2187 -0.4472
H -2.4053 -5.7916 -1.0037
```

These are the Mulliken partial charges, in e, on atoms 1 to 2: C -0.99; N -0.16

***

Record 2
ORCA calculation (wB97M-V/def2-TZVPD) on the ion C8H4N3O2 with charge +1.

LUMO level (alpha / beta): -0.2318 / -0.3505 hartree
spin multiplicity: 3
E_tot: -621.43636 Ha
highest occupied orbital energy (alpha / beta): -12.072 / -14.272 eV
total charge: +1
<S²>: 2.03

Geometry as XYZ:
```
17
C8H4N3O2 (wB97M-V/def2-TZVPD)
C -2.4397 0.5528 0.0381
C -2.3425 -0.8407 0.0251
C -1.2955 1.4024 -0.0263
C -1.1007 -1.4630 -0.1029
C -0.0112 0.7254 0.0621
C -0.1466 -0.5846 -0.0062
C 1.2231 1.5094 0.0114
C 2.4559 0.6198 -0.0107
N 3.1358 -2.7470 -0.0158
N 2.6638 -1.7399 0.0542
N 2.0298 -0.7161 -0.1347
O 1.3633 2.6871 0.0253
O 3.5608 0.9914 0.0977
H -3.4084 1.1662 0.0414
H -3.0963 -1.5972 0.1134
H -1.4697 2.5222 -0.0269
H -1.1219 -2.4881 -0.1452
```

These are the Mulliken partial charges, in e, on atoms 1 to 2: C -0.58; C -0.14